Formula: C42H120Br9N21O12P6
Source: the Open Molecules 2025 dataset
Level of theory: ωB97M-V/def2-TZVPD

```
! RIJCOSX wB97M-V def2-TZVPD def2/J DEFGRID3
* xyz 0 1
Br 1.319 1.990 -6.303
Br 7.646 -1.620 -2.751
Br 0.771 5.142 -5.657
Br -2.458 -0.564 3.753
Br -4.870 1.236 2.283
Br 7.043 -4.657 -1.921
Br 6.807 -3.793 -4.976
Br 0.151 2.871 -3.489
Br -4.680 0.878 5.466
P -5.525 4.301 -3.110
P 0.833 0.043 0.464
P 4.329 6.856 -2.231
P -6.817 -2.847 0.233
P 2.035 -0.726 7.151
P 2.765 -5.744 -2.530
O -4.045 -0.166 -4.070
O 2.915 6.874 -1.823
O -6.678 -3.041 -1.235
O 6.571 -5.084 1.932
O 3.340 -4.390 -2.363
O -4.627 -0.339 -1.994
O 6.241 0.399 3.672
O 6.153 -0.367 1.668
O 1.258 0.998 1.544
O 7.446 -3.151 1.709
O -6.393 3.187 -3.556
O 2.527 0.578 6.647
N 6.485 -3.890 1.785
N -7.689 -4.049 0.999
N 5.316 7.216 -0.881
N 3.600 -7.084 -1.909
N 4.776 7.953 -3.422
N -5.968 5.815 -3.777
N 0.503 -1.484 1.081
N 3.127 -1.457 8.223
N -0.519 0.569 -0.375
N -7.569 -1.451 0.851
N 1.303 -5.875 -1.724
N -3.899 4.148 -3.561
N 2.585 -6.138 -4.132
N 1.641 -1.936 6.072
N 4.887 5.416 -2.882
N 0.645 -0.668 8.121
N -5.312 -2.927 1.040
N 2.059 -0.320 -0.637
N -4.860 -0.198 -3.177
N -5.572 4.617 -1.465
N 5.841 0.422 2.524
C 1.321 -6.488 -4.751
C -7.763 -0.297 -0.039
C 5.171 -3.245 1.566
C 4.720 7.327 0.433
C -5.023 5.853 -0.927
C -0.412 -1.680 8.154
C -7.859 -1.198 2.278
C -7.290 6.291 -3.453
C -6.318 -0.105 -3.529
C 2.853 -2.435 5.375
C 0.530 -1.789 5.151
C 4.550 -1.084 8.171
C -3.619 0.981 3.819
C 0.770 -4.707 -1.062
C 3.783 -6.140 -4.996
C 0.893 -7.153 -1.093
C 4.265 -7.090 -0.595
C -3.339 2.802 -3.597
C 0.233 3.314 -5.401
C -4.053 -3.043 0.317
C -1.281 1.733 0.090
C 4.075 7.827 -4.707
C 5.201 9.308 -3.120
C 6.279 5.149 -3.289
C 1.561 -2.075 1.889
C -5.646 3.514 -0.503
C 4.198 4.150 -2.632
C 3.114 0.675 -0.893
C 2.006 -1.372 -1.647
C 6.765 7.272 -0.971
C 2.813 -2.667 8.956
C -2.915 5.240 -3.536
C -5.105 -2.703 2.465
C -0.832 -2.106 1.146
C -9.132 -4.066 0.806
C -1.034 -0.137 -1.549
C 3.597 -8.374 -2.622
C -5.524 6.220 -5.104
C -7.075 -5.339 1.344
C 0.232 0.613 8.665
C 4.758 1.414 2.238
C 6.520 -3.221 -3.100
H -6.291 -5.639 0.649
H 4.011 0.114 -1.160
H 4.337 -8.375 -3.422
H -2.086 -0.349 -1.351
H 4.856 2.135 3.041
H 5.220 -2.665 0.645
H 5.509 -2.896 -2.890
H 3.185 8.462 -4.750
H 3.517 -1.608 5.111
H -0.545 2.520 0.272
H 0.525 -5.775 -4.523
H 4.446 10.002 -3.496
H -7.007 -0.746 2.773
H 3.584 -5.475 -5.838
H -8.811 -0.006 -0.129
H 1.534 -4.198 -0.461
H 2.223 -1.352 2.366
H 3.654 -3.000 9.557
H 1.502 -7.290 -0.200
H 1.385 -6.582 -5.833
H 4.436 6.335 0.803
H -4.786 2.832 -0.485
H 3.651 -9.219 -1.941
H 5.348 7.898 1.113
H 4.629 -0.238 7.488
H -0.381 -1.356 5.557
H -1.716 1.549 1.077
H 6.288 4.637 -4.253
H 6.875 6.046 -3.417
H -6.639 0.782 -2.980
H 0.240 -2.747 4.710
H -0.925 -1.688 9.117
H -6.313 0.208 -4.569
H -7.327 6.544 -2.377
H -6.626 -5.219 2.332
H 3.771 7.857 0.309
H -5.892 7.205 -5.371
H 5.319 -7.033 -0.882
H 4.991 1.857 1.275
H -3.722 -2.028 0.081
H 4.457 -4.041 1.377
H -8.813 -0.678 2.339
H -9.511 -4.568 -0.095
H 1.586 -0.983 -2.574
H 1.525 -2.267 -1.261
H 0.315 -3.985 -1.741
H 0.756 -1.123 4.312
H -3.471 6.174 -3.471
H -6.373 2.821 -0.942
H -0.886 0.487 -2.429
H 4.846 -0.815 9.183
H -0.837 0.762 8.784
H -7.331 -0.478 -1.018
H 2.630 -8.444 -3.125
H 3.949 -6.271 0.044
H 3.146 1.278 0.008
H -1.103 -1.506 7.330
H -4.244 -3.490 -0.665
H -3.397 -3.773 0.793
H -0.484 -1.068 -1.682
H 3.018 -1.770 -1.756
H -6.880 -0.984 -3.242
H 0.010 -2.685 8.114
H 0.064 -4.980 -0.275
H 0.731 0.794 9.631
H -7.158 0.475 0.448
H 4.549 3.595 -1.752
H 3.849 0.818 2.295
H -9.491 -3.049 0.642
H 7.190 8.118 -0.423
H 4.139 -8.058 -0.108
H 2.624 -3.153 4.593
H 2.011 -2.390 9.653
H -5.455 6.008 0.063
H -0.176 -7.083 -0.904
H -0.802 3.265 -5.717
H 3.166 4.375 -2.357
H -0.814 -2.888 1.904
H 6.206 9.505 -3.502
H 1.015 -7.969 -1.802
H 0.754 1.378 8.079
H -2.348 2.872 -4.045
H -3.165 2.352 -2.612
H 2.382 -3.464 8.341
H -5.288 6.736 -1.510
H 2.829 1.232 -1.795
H -4.432 6.265 -5.164
H -7.484 7.321 -3.757
H -9.584 -4.581 1.654
H 5.116 -1.897 7.707
H -4.049 2.216 -4.174
H 3.883 -7.146 -5.412
H 1.196 -2.826 2.582
H -5.927 3.742 0.520
H -3.011 1.869 3.928
H -7.845 -6.105 1.393
H -1.554 -1.301 1.221
H -2.390 5.155 -4.489
H -8.111 5.583 -3.581
H -5.943 -3.059 3.079
H -5.707 5.469 -5.884
H -1.039 -2.660 0.222
H -2.275 5.161 -2.655
H -4.978 -1.665 2.766
H 3.415 -3.021 6.111
H -2.026 2.049 -0.634
H 0.963 -7.445 -4.351
H 4.978 -2.506 2.337
H 3.810 6.771 -4.752
H -8.016 -2.212 2.652
H -3.938 5.957 -0.819
H 5.253 9.436 -2.036
H 7.098 7.490 -1.986
H 4.621 -5.789 -4.400
H -4.354 -3.428 2.784
H 2.266 -2.629 1.249
H 4.302 3.530 -3.521
H 7.216 6.337 -0.630
H 6.708 4.506 -2.520
H 4.728 8.112 -5.533
*
```

Properties
Highest occupied orbital energy ... -0.3074 Eh
Molecular weight ... 2016.5 g/mol
DFT total energy ... -28939.161059 Eh
ΔE to the lowest compared entry with this formula, charge and spin ... 3.5022 eV



Formula: C42H30BrClIrN4O4PS2
Source: the Open Molecules 2025 dataset
Level of theory: ωB97M-V/def2-TZVPD

```
! RIJCOSX wB97M-V def2-TZVPD def2/J DEFGRID3
* xyz 0 1
Ir 0.030 -0.139 0.171
Br -2.210 -1.780 0.103
Cl -0.786 1.921 -1.887
S 0.327 -0.243 2.824
S -2.735 7.149 5.512
P 0.908 -0.750 -2.138
O -2.853 8.419 4.837
O 1.879 1.181 0.737
O -3.490 6.965 6.724
O -1.440 6.524 5.471
N -5.027 6.415 4.308
N 2.520 0.960 1.855
N -3.077 5.303 3.613
N -1.357 1.505 0.895
C 0.967 -4.447 0.706
C -3.513 2.514 1.201
C 3.377 0.429 -2.689
C 2.285 -2.013 0.871
C -2.684 1.554 0.684
C 3.981 0.575 4.172
C 4.878 -1.699 -1.752
C 1.254 -3.410 -3.194
C -0.319 1.414 -3.468
C 2.328 -4.398 1.065
C 4.758 0.491 -2.708
C -0.304 1.749 -5.838
C 2.725 -0.716 -2.235
C 0.865 -0.114 -4.879
C 1.929 0.336 2.916
C -1.123 -3.358 0.237
C -3.753 4.498 2.729
C 0.256 -3.225 0.494
C -1.019 -5.744 0.232
C -5.739 5.667 3.428
C 0.493 0.624 -5.985
C -1.574 3.524 2.166
C -2.983 3.534 2.025
C 2.683 0.141 4.082
C 0.399 -2.386 -2.802
C -5.154 4.709 2.643
C 0.746 -4.650 -3.540
C 5.516 -0.573 -2.245
C 4.560 1.190 3.063
C -1.482 -3.844 -3.222
C -0.976 -2.607 -2.872
C -0.832 2.525 1.603
C 0.462 0.269 -3.602
C -0.619 -4.883 -3.526
C 2.968 -3.199 1.171
C -3.767 6.125 4.290
C 3.497 -1.772 -1.750
C 0.306 -5.684 0.559
C 0.949 -1.985 0.547
C -1.752 -4.562 0.086
C -0.713 2.149 -4.578
C 3.808 1.349 1.928
H -1.653 -1.794 -2.651
H 2.854 -5.319 1.255
H 2.866 -1.107 0.900
H -1.514 -6.692 0.091
H 5.450 -2.536 -1.373
H -3.108 0.769 0.072
H -5.747 4.129 1.955
H -1.006 -5.861 -3.771
H 5.244 1.374 -3.097
H 4.541 0.435 5.082
H 2.795 1.274 -3.031
H 1.425 -5.441 -3.819
H -4.571 2.454 0.997
H 6.595 -0.532 -2.277
H 5.581 1.532 3.087
H -2.551 -4.001 -3.249
H 1.474 -0.998 -5.001
H 3.018 -2.657 -1.366
H -1.105 4.301 2.747
H 0.821 0.321 -6.967
H -2.810 -4.596 -0.114
H 4.004 -3.145 1.469
H -0.602 2.318 -6.704
H 2.317 -3.240 -3.258
H 2.201 -0.371 4.898
H 4.196 1.802 1.030
H -1.330 3.025 -4.454
H 0.869 -6.592 0.719
H -6.796 5.886 3.400
H 0.241 2.526 1.710
*
```

Properties
Highest occupied orbital energy (alpha / beta) ... -0.2499 / -0.2499 Eh
Molecular weight ... 1057.4 g/mol
DFT total energy ... -6414.624754 Eh
ΔE to the lowest compared entry with this formula, charge and spin ... 4.4860 eV